65
Properties=species:S:1:pos:R:3:forces:R:3:lowdin_charge:R:1 method="wB97M-V/def2-TZVPD" mol_weight_g_mol=591.6 relative_energy_kj_mol=17.0 lumo_ev=-2.9 total_charge=+1 orbital_gap_ev=7.18
Ca -0.259 -0.154 -0.538 0.0014 0.1145 0.1259 1.27
Br 6.692 -1.157 2.930 -0.0597 -0.0150 -0.0322 0.74
C 4.998 -1.241 2.085 0.1302 -0.1155 0.0055 -0.70
C 4.650 -2.369 1.330 0.0137 0.0913 0.0588 -0.11
C 3.422 -2.438 0.723 -0.0701 -0.0517 -0.0321 -0.01
C 2.471 -1.390 0.819 0.0254 0.0021 0.0739 -0.39
O 1.312 -1.507 0.257 -0.0089 0.1350 -0.0898 -0.27
C 2.858 -0.241 1.566 -0.0448 -0.0833 -0.0667 -0.14
C 2.034 0.926 1.724 -0.0489 0.1315 0.1114 -0.08
N 0.960 1.239 1.079 0.1625 -0.1195 -0.1771 0.01
C 0.393 2.507 1.336 -0.1604 0.0157 0.0759 -0.23
C 1.121 3.613 1.694 0.0534 0.0204 -0.0339 -0.02
C 0.499 4.845 1.978 -0.0719 0.0639 0.0152 -0.06
C -0.856 4.974 1.894 0.0716 -0.0374 -0.0032 -0.02
C -1.638 3.872 1.477 0.0154 -0.0213 -0.0104 -0.14
C -3.041 3.960 1.338 0.0113 0.0277 0.0079 0.01
C -3.745 2.880 0.899 -0.0364 0.0142 -0.0007 -0.03
C -3.038 1.709 0.574 0.0477 0.0852 0.0267 -0.12
N -1.738 1.577 0.692 0.1564 -0.0897 0.0550 0.03
C -1.019 2.641 1.171 -0.0811 -0.0820 -0.0892 -0.18
C 4.114 -0.209 2.211 -0.0848 0.0903 -0.0061 -0.09
H 5.350 -3.190 1.239 0.0028 0.0040 -0.0017 0.11
H 3.137 -3.322 0.164 0.0021 0.0069 -0.0017 0.12
H 2.398 1.621 2.487 0.0108 -0.0255 -0.0165 0.13
H 2.200 3.553 1.750 -0.0201 -0.0076 0.0034 0.11
H 1.111 5.687 2.272 -0.0070 -0.0032 -0.0037 0.11
H -1.346 5.911 2.124 0.0101 0.0003 -0.0030 0.12
H -3.537 4.892 1.579 -0.0046 -0.0101 -0.0015 0.13
H -4.819 2.909 0.782 0.0054 -0.0069 0.0010 0.11
H -3.581 0.855 0.190 -0.0095 -0.0013 0.0067 0.08
H 4.381 0.659 2.803 -0.0149 0.0005 -0.0082 0.11
C -1.084 -0.633 -4.668 -0.0700 -0.0257 0.0421 -0.07
C -2.379 -1.028 -3.950 0.0134 0.0326 0.0095 -0.36
C -3.370 0.132 -4.008 0.0331 -0.0459 -0.0088 -0.07
C -2.125 -1.531 -2.537 0.0443 0.0497 -0.0008 -0.21
C -1.109 -2.462 -2.285 0.0353 -0.1615 0.0047 -0.05
C -0.902 -3.001 -1.024 -0.0015 0.0631 -0.0221 -0.06
C -1.690 -2.618 0.065 -0.0027 -0.0246 0.0253 -0.31
C -1.460 -3.202 1.431 -0.0101 0.0153 -0.0506 -0.02
C -2.692 -1.683 -0.175 -0.0101 -0.0094 0.0565 -0.08
C -2.906 -1.150 -1.446 0.0031 0.0241 -0.0636 -0.07
H -1.307 -0.331 -5.691 0.0127 0.0080 0.0001 0.09
H -0.370 -1.456 -4.724 0.0029 0.0112 -0.0057 0.07
H -0.619 0.214 -4.158 0.0185 0.0015 -0.0294 0.03
H -2.819 -1.872 -4.492 -0.0019 -0.0093 -0.0117 0.15
H -3.002 0.987 -3.433 -0.0198 0.0060 -0.0089 0.08
H -4.356 -0.145 -3.636 0.0027 0.0119 0.0078 0.08
H -3.492 0.456 -5.041 -0.0083 0.0131 0.0094 0.09
H -0.479 -2.807 -3.096 -0.0232 0.0297 -0.0116 0.12
H -0.096 -3.706 -0.869 -0.0082 0.0005 -0.0057 0.13
H -2.036 -4.121 1.551 0.0113 -0.0074 0.0019 0.09
H -1.773 -2.510 2.213 -0.0030 -0.0090 0.0102 0.09
H -0.406 -3.436 1.575 -0.0009 0.0077 0.0091 0.08
H -3.323 -1.368 0.649 0.0014 -0.0028 -0.0058 0.12
H -3.708 -0.438 -1.587 0.0005 -0.0149 -0.0145 0.10
N 1.680 -0.200 -2.275 0.0228 -0.0588 -0.0619 -0.02
N 2.354 1.010 -2.059 -0.0493 0.0125 0.0220 -0.06
C 1.674 2.172 -2.013 0.0922 -0.0102 -0.0083 -0.87
N 2.419 3.267 -1.804 -0.0635 0.0358 -0.0295 0.12
S 0.007 2.276 -2.222 -0.0144 -0.0472 0.1153 0.65
H 2.187 -0.942 -1.800 -0.0665 -0.0079 0.0604 0.09
H 1.625 -0.397 -3.270 0.0431 0.0047 -0.0104 0.10
H 3.359 0.992 -1.974 0.0131 -0.0079 -0.0351 0.16
H 3.426 3.253 -1.809 0.0025 -0.0191 0.0104 0.12
H 1.952 4.157 -1.816 0.0035 0.0011 0.0096 0.10